# 1
Here is 2 unconnected molecules or ions with the total composition C7H9N2O2 in a non-equilibrium geometry from the OMol25 dataset. Energies are from the ωB97M-V functional and the def2-TZVPD basis.

Each line ends with the natural charge from an NBO analysis.
Positions of all 20 atoms, in Å:
C1 0.40502 -1.80514 1.18748  0.248
C2 -0.18664 -2.30256 -0.10231  0.126
C3 0.47798 -0.46680 0.95174  -0.094
C4 -0.39749 -3.59960 -0.36294  -0.616
C5 0.48217 1.35054 2.26306  0.633
C6 1.23465 2.45723 1.59519  -0.755
C7 -1.34266 0.75113 -0.06083  -0.406
N1 -0.35904 -1.20743 -0.97163  -0.471
N2 -0.17722 0.02457 -0.26831  -0.357
O1 -0.13729 1.36803 3.26480  -0.552
O2 0.64194 -2.48779 2.21711  -0.772
H1 -0.74398 -3.93559 -1.32820  0.175
H2 -0.14361 -4.19451 0.48876  0.231
H3 2.20674 2.37017 2.14530  0.243
H4 0.90569 3.40008 1.70141  0.207
H5 1.44261 2.19169 0.46315  0.254
H6 -2.06288 -0.12317 0.22858  0.165
H7 -1.27480 1.53670 0.82670  0.204
H8 -1.70791 1.33490 -0.94316  0.174
H9 -1.17114 -1.41637 -1.51034  0.363

Forces on the atoms, in the same order (eV/Å):
-0.8 0.5 0.9
0.7 -0.1 0.0
-0.5 4.4 1.4
0.0 1.0 0.0
-0.5 -3.2 -2.5
3.0 -4.2 -2.1
-3.1 0.3 1.9
0.6 -1.4 0.2
3.4 -0.4 -0.2
0.1 0.3 0.4
0.3 -0.5 -0.4
-0.1 -0.4 0.1
0.0 -0.8 0.0
-0.4 0.2 -0.6
-1.6 3.3 0.6
-0.5 0.5 2.4
-0.2 2.0 -0.1
-0.1 -1.9 -1.9
0.3 -0.7 0.4
-0.8 1.2 -0.5

- E_LUMO: 3.50 eV
- Net charge: -1
- E_HOMO: -2.27 eV
- Max |F|: 5.6 eV/Å
- Spin multiplicity: 1



# 2
Here is a gas-phase ion, C7H9N2O2 (charge -1) in a non-equilibrium geometry from the OMol25 dataset. Energies are from the ωB97M-V functional and the def2-TZVPD basis.

Each line ends with the natural charge from an NBO analysis.
Positions of all 20 atoms, in Å:
C1 -0.95209 1.02438 -0.41421  0.058
C2 0.13355 -1.80023 0.09259  0.515
C3 -0.72944 -1.31061 -1.07178  -0.503
C4 1.03299 -0.87375 0.67945  -0.551
C5 -1.76956 -0.28362 -0.68495  -0.124
C6 1.27214 0.46460 0.31742  0.317
C7 2.73472 0.87434 0.66550  -0.642
N1 0.41313 1.28413 -0.34793  -0.646
N2 -1.62877 0.31528 0.66661  -0.113
O1 -2.87473 0.97685 0.95954  -0.619
O2 0.13040 -3.01366 0.34544  -0.689
H1 -1.41823 1.93022 -0.66444  0.151
H2 -0.16770 -0.88847 -1.92066  0.209
H3 -1.33917 -2.10576 -1.45707  0.208
H4 -2.98012 1.81329 0.50006  0.437
H5 1.76457 -1.16149 1.38011  0.182
H6 -2.67229 -0.15570 -1.25954  0.197
H7 2.72170 1.13097 1.64511  0.203
H8 3.01050 1.72735 -0.05106  0.206
H9 3.31838 0.05191 0.61979  0.203

Forces on the atoms, in the same order (eV/Å):
-0.3 -0.9 0.9
0.9 0.1 -0.4
-1.3 -0.2 -0.1
-0.5 0.9 -0.5
3.2 2.2 0.0
-1.7 -0.2 -1.6
-3.3 3.1 -3.9
3.0 -0.8 0.8
-1.5 0.3 -0.5
-0.7 -0.6 1.1
-0.3 -0.2 0.2
-1.1 1.1 -0.4
0.2 -0.1 0.4
0.3 -1.1 -0.2
0.6 0.2 -0.5
0.5 -1.4 0.8
-0.3 -0.1 0.3
0.1 1.5 3.1
0.0 -1.2 1.3
2.1 -2.5 -0.8

- E_LUMO: 3.78 eV
- Structure (SMILES): CC1=N[C@H]2[C@@H](CC([O-])=C1)N2O
- Net charge: -1
- E_HOMO: -2.74 eV
- Max |F|: 6.0 eV/Å
- Spin multiplicity: 1



# 3
Here is 2 unconnected molecules or ions with the total composition C7H9N2O3S in a non-equilibrium geometry from the OMol25 dataset. Energies are from the ωB97M-V functional and the def2-TZVPD basis.

Each line ends with the natural charge from an NBO analysis.
Positions of all 22 atoms, in Å:
C1 -3.92052 -1.02790 -0.48017  -0.419
C2 -3.56776 0.30291 -0.67335  0.016
C3 -2.07441 2.07247 1.01822  0.940
C4 0.37114 2.10293 0.86927  0.895
C5 -2.71632 -1.92894 -0.20791  -0.575
C6 2.99865 0.94571 2.10744  -0.652
C7 1.95546 0.33953 1.17514  -0.069
N1 -0.88794 2.41127 1.00362  -0.679
N2 -2.24377 0.60132 -0.47292  -0.770
O1 -3.11174 2.30959 1.49035  -0.571
O2 1.26068 2.86520 0.60178  -0.656
O3 0.62344 0.81806 1.31373  -0.519
S1 -1.27646 -0.88919 -0.13724  0.303
H1 -4.80213 -1.52675 -0.72639  0.188
H2 -4.26992 1.14616 -1.01540  0.204
H3 -2.71994 -2.41119 0.74437  0.188
H4 -2.49323 -2.75623 -0.98909  0.178
H5 2.63010 0.86381 3.11346  0.204
H6 4.04142 0.58566 1.92012  0.199
H7 3.08344 1.97757 1.80019  0.240
H8 1.71855 -0.71686 1.37105  0.181
H9 2.35346 0.23572 0.19905  0.173

Forces on the atoms, in the same order (eV/Å):
1.9 1.4 -0.4
0.1 -1.6 0.2
1.1 -1.5 -1.2
0.6 -1.3 1.1
0.2 -1.3 -1.2
0.2 0.2 -1.2
-0.3 -2.0 1.2
-0.7 1.5 0.1
0.3 1.4 0.5
-1.9 0.0 0.3
0.9 0.5 -0.9
0.5 1.1 -0.7
-1.0 1.9 -0.5
-1.6 -0.3 -0.4
1.2 -1.4 0.8
-0.6 -0.7 0.7
-0.8 1.1 0.9
0.4 0.0 0.6
-1.0 -0.4 0.5
-0.2 0.5 0.3
0.7 0.0 0.6
-0.1 0.9 -1.5

- E_LUMO: 3.36 eV
- Net charge: -1
- E_HOMO: -2.69 eV
- Max |F|: 2.4 eV/Å
- Spin multiplicity: 1



# 4
Here is 2 unconnected molecules or ions with the total composition C7H9N2O4 in a non-equilibrium geometry from the OMol25 dataset. Energies are from the ωB97M-V functional and the def2-TZVPD basis.

Each line ends with the natural charge from an NBO analysis.
Positions of all 22 atoms, in Å:
C1 2.49834 1.09229 -0.47915  -0.306
C2 3.54346 0.74591 0.22888  0.071
C3 2.76159 -1.16096 -0.25218  0.102
C4 1.90446 -0.21087 -0.81074  -0.023
C5 -0.51223 1.80110 0.66020  0.678
C6 -2.27995 0.11151 -0.31499  -0.296
C7 -1.37320 0.62762 0.76469  -0.180
N1 0.78627 -0.58121 -1.44893  -0.110
N2 -2.49186 -1.37303 -0.33368  -0.832
O1 -0.42736 2.22072 -0.52594  -0.805
O2 0.04937 0.36190 -2.05784  -0.586
O3 0.09695 2.25252 1.66993  -0.723
O4 3.79648 -0.61655 0.30244  -0.423
H1 2.09075 2.06197 -0.83847  0.276
H2 4.12974 1.37031 0.87902  0.191
H3 2.73906 -2.29899 -0.38382  0.188
H4 -1.74419 0.30948 -1.14696  0.241
H5 -3.31448 0.60660 -0.34156  0.177
H6 -1.13809 0.22178 1.73966  0.179
H7 -1.61630 -1.67125 -0.61601  0.356
H8 -0.07372 1.25886 -1.50788  0.491
H9 -2.61229 -1.80147 0.60943  0.334

Forces on the atoms, in the same order (eV/Å):
-2.2 -0.4 -1.8
2.4 0.8 1.4
-2.5 -3.1 -2.3
0.2 0.1 0.2
0.4 0.1 0.8
-2.5 -0.9 3.6
0.0 0.0 1.4
-0.4 -0.7 -0.3
-1.6 0.9 1.5
0.7 1.7 -1.5
0.3 0.4 -0.6
-0.8 -0.5 -0.9
1.2 2.0 1.7
0.5 -0.9 1.0
0.5 -0.1 -0.2
0.0 2.0 0.3
0.9 0.8 -3.1
1.4 -0.3 0.1
-0.8 -1.0 0.1
2.1 -1.3 -0.9
0.2 -0.4 0.4
0.0 0.9 -0.8

- E_LUMO (alpha / beta): 3.44 / 3.44 eV
- Net charge: -1
- E_HOMO (alpha / beta): -4.34 / -3.83 eV
- Max |F|: 4.7 eV/Å
- Spin multiplicity: 1



# 5
Here is C7H9N2OP in the gas phase in a non-equilibrium geometry from the OMol25 dataset. Energies are from the ωB97M-V functional and the def2-TZVPD basis.

Each line ends with the natural charge from an NBO analysis.
Positions of all 20 atoms, in Å:
C1 -3.16189 -0.22927 -0.23969  -0.159
C2 -2.75707 0.97926 0.21041  -0.231
C3 -2.23693 -1.21729 -0.63352  -0.223
C4 -1.37183 1.24905 0.33321  -0.093
C5 -0.93087 -1.04046 -0.38001  -0.162
C6 -0.44236 0.25647 0.02051  -0.228
C7 0.95129 0.61063 -0.05870  0.212
N1 2.54319 -1.24612 1.01041  -1.121
N2 3.52079 0.44277 -0.54759  -1.190
O1 1.28571 1.99485 0.41456  -0.627
P1 2.26277 -0.58254 -0.55585  1.126
H1 -4.20038 -0.45855 -0.27884  0.209
H2 -3.52653 1.77513 0.21142  0.222
H3 -2.71148 -2.08783 -0.94326  0.215
H4 -1.08134 2.31882 0.33523  0.252
H5 -0.28800 -1.87242 -0.68467  0.223
H6 2.23429 -0.63638 1.86106  0.382
H7 1.95841 -2.01257 1.24050  0.370
H8 4.26131 0.51886 -1.32847  0.409
H9 3.69091 1.23759 0.01329  0.413

Forces on the atoms, in the same order (eV/Å):
0.4 -1.1 -0.2
0.5 1.5 -0.2
-1.9 1.5 1.8
-1.1 1.0 -1.4
1.8 0.5 -0.7
-0.9 -0.7 0.0
1.7 8.0 3.3
-1.4 1.5 2.6
3.7 0.9 -3.4
-1.5 -8.3 -3.0
0.2 0.0 0.5
-0.7 0.0 -0.4
0.8 -0.3 0.7
0.0 -1.8 -0.8
0.2 -1.0 0.6
0.3 0.5 0.3
1.2 -0.5 -2.1
-0.5 -1.6 -0.4
-2.1 -0.8 1.5
-0.7 0.7 1.1

- E_LUMO: -0.93 eV
- Structure (SMILES): NP(N)C(=O)c1ccccc1
- E_HOMO: -9.13 eV
- Max |F|: 8.9 eV/Å
- Spin multiplicity: 1



# 6
Here is a gas-phase ion, C7H9N2S (charge +1) in a non-equilibrium geometry from the OMol25 dataset. Energies are from the ωB97M-V functional and the def2-TZVPD basis.

Each line ends with the natural charge from an NBO analysis.
Positions of all 19 atoms, in Å:
C1 -0.51043 -2.79608 -0.81077  -0.104
C2 -0.67658 -1.87230 -0.10803  -0.084
C3 1.93734 -0.57146 1.03661  -0.388
C4 2.37007 0.89895 -0.85882  -0.160
C5 0.85782 -0.14387 0.34188  0.088
C6 -1.81910 1.58421 0.40117  -0.418
C7 -0.57967 -0.55862 0.54987  -0.127
N1 1.11565 0.74796 -0.68984  -0.508
N2 -1.29543 0.43891 -0.25600  -0.530
S1 3.33394 0.13773 0.20865  0.568
H1 -0.50241 -3.69146 -1.30853  0.247
H2 2.08111 -1.29410 1.88888  0.288
H3 2.55523 1.24105 -1.85818  0.264
H4 -1.04006 2.09568 0.81532  0.223
H5 -2.11629 2.31519 -0.27858  0.246
H6 -2.40411 1.26292 1.18817  0.224
H7 -1.03022 -0.55937 1.60458  0.267
H8 -1.85697 0.00568 -0.93242  0.433
H9 -0.41989 0.75895 -0.93397  0.473

Forces on the atoms, in the same order (eV/Å):
-0.2 -1.2 -0.5
-0.3 2.8 1.7
1.4 -0.1 -0.2
-0.3 0.6 -2.3
0.8 0.6 1.6
0.3 -0.3 -0.3
-0.6 -0.6 0.8
-2.8 -1.8 1.3
2.4 0.1 -2.5
1.0 -1.5 1.9
0.2 -1.5 -1.1
-0.4 1.1 -1.1
1.4 0.9 0.1
2.6 1.1 1.5
-1.7 0.7 -1.2
-2.1 -0.1 1.3
1.1 0.0 -1.3
-1.8 -0.8 -0.7
-1.0 0.1 1.0

- E_LUMO: -3.05 eV
- Structure (SMILES): C#C[C@H]([NH2+]C)c1cscn1
- Net charge: +1
- E_HOMO: -13.65 eV
- Max |F|: 3.6 eV/Å
- Spin multiplicity: 1



# 7
Here is C7H9N3O in the gas phase in a non-equilibrium geometry from the OMol25 dataset. Energies are from the ωB97M-V functional and the def2-TZVPD basis.

Each line ends with the natural charge from an NBO analysis.
Positions of all 20 atoms, in Å:
C1 -0.29962 1.75090 1.88825  0.251
C2 -0.37566 -2.07432 -0.41014  -0.428
C3 -0.91845 -1.08544 -1.07227  0.242
C4 0.41165 -1.51345 0.66919  0.625
C5 -1.98857 -1.18438 -2.16785  -0.649
C6 2.01326 1.92614 0.83054  -0.621
C7 0.92497 1.07808 1.44733  -0.127
N1 -1.31029 2.15796 2.11996  -0.279
N2 -0.58461 0.16192 -0.58784  -0.420
N3 0.42030 -0.11168 0.35779  -0.280
O1 0.92920 -2.06321 1.59149  -0.613
H1 -0.58023 -3.08458 -0.63232  0.231
H2 -1.87570 -0.11094 -2.62121  0.214
H3 -2.93753 -1.47213 -1.69219  0.245
H4 -1.57457 -2.07386 -2.72951  0.238
H5 1.79704 2.29723 -0.17998  0.225
H6 2.98748 1.33792 0.77661  0.239
H7 2.19554 2.83193 1.49353  0.235
H8 1.34285 0.34572 2.13406  0.282
H9 -0.57706 0.88621 -1.21544  0.389

Forces on the atoms, in the same order (eV/Å):
4.5 -2.2 -1.2
0.8 -0.4 0.9
-2.6 1.6 -1.4
-0.8 0.9 -1.7
2.7 0.7 0.5
1.5 0.6 0.5
-1.1 -3.2 -2.6
-4.2 2.0 1.1
-0.3 -3.5 2.2
1.4 2.7 1.8
1.1 0.0 1.6
0.0 -1.0 0.2
-1.1 -2.4 -0.1
0.2 0.6 -0.5
-1.0 1.4 -0.3
-0.2 -0.1 0.3
-1.4 0.7 0.1
-0.2 -1.1 -0.8
-0.2 0.4 0.7
0.8 2.3 -1.4

- E_LUMO: 0.58 eV
- Structure (SMILES): Cc1cc(=O)n([C@@H](C)C#N)[nH]1
- E_HOMO: -8.64 eV
- Max |F|: 5.2 eV/Å
- Spin multiplicity: 1



# 8
Here is a molecular structure, C7H9N3O3 in a non-equilibrium geometry from the OMol25 dataset. Energies are from the ωB97M-V functional and the def2-TZVPD basis.

Each line ends with the natural charge from an NBO analysis.
Positions of all 22 atoms, in Å:
C1 3.26884 -0.58465 0.77101  -0.695
C2 2.86176 -0.46261 -0.81081  -0.055
C3 0.78796 0.59601 -0.53356  0.795
C4 -0.56493 0.27765 -0.42452  -0.379
C5 -1.01483 -1.08696 -0.15756  0.145
C6 -3.05952 -0.31583 -0.15886  0.507
C7 -1.40119 1.44439 -0.24950  0.641
H1 4.34626 -0.75739 0.87318  0.216
H2 2.90340 -1.23847 1.56787  0.230
H3 3.21799 0.57926 1.07414  0.240
H4 2.99858 -1.47666 -1.18549  0.200
H5 3.52150 0.51458 -1.29866  0.204
H6 -0.38592 -2.00613 0.22547  0.233
H7 -4.69746 -1.64674 0.82147  0.292
H8 -5.01007 0.14750 0.66487  0.397
H9 -0.08809 2.89019 0.21021  0.563
N1 -2.30142 -1.40413 0.01383  -0.480
N2 -4.42730 -0.51368 -0.38000  -0.679
N3 -2.71908 1.01080 -0.04271  -0.521
O1 1.56323 -0.39679 -0.97802  -0.473
O2 1.26105 1.69193 0.24256  -0.721
O3 -1.06077 2.73773 -0.24493  -0.660

Forces on the atoms, in the same order (eV/Å):
1.4 4.5 -0.6
5.7 0.0 2.5
4.5 3.7 5.6
-0.8 0.1 0.1
0.4 -0.5 1.4
-0.3 2.4 1.2
-2.6 -3.6 0.7
0.1 -0.1 -0.7
-1.1 0.0 -0.9
-0.3 -2.8 0.0
1.4 0.4 -0.8
-1.9 -3.1 1.2
-0.3 2.4 -1.5
0.8 2.5 -3.7
2.2 -1.8 -4.5
-2.4 -1.6 -1.7
1.5 1.5 -1.0
-3.7 -0.9 8.2
1.4 0.8 -1.4
-5.5 2.4 -0.7
-1.5 -5.2 -5.0
1.1 -0.9 1.5

- E_LUMO: -1.12 eV
- E_HOMO: -9.53 eV
- Max |F|: 9.0 eV/Å
- Spin multiplicity: 1



# 9
Here is C7H9N3S in the gas phase in a non-equilibrium geometry from the OMol25 dataset. Energies are from the ωB97M-V functional and the def2-TZVPD basis.

Each line ends with the natural charge from an NBO analysis.
Positions of all 20 atoms, in Å:
C1 -2.72188 2.96748 -0.57816  -0.232
C2 -2.19685 1.93367 -0.27241  -0.018
C3 -0.79247 0.37730 1.08877  -0.238
C4 0.51826 0.44245 1.23739  -0.028
C5 -1.40733 0.62376 -0.27956  -0.048
C6 -2.36467 -0.56743 -0.54596  -0.604
C7 3.67180 -0.95816 -0.02940  -0.738
N1 -0.33823 0.72045 -1.38161  -0.156
N2 0.84002 0.64454 -1.12943  0.033
N3 1.38230 0.59027 0.11769  -0.433
S1 3.10048 0.83042 0.20495  0.406
H1 -3.33072 3.82532 -0.87071  0.245
H2 -1.42152 0.05327 1.84793  0.217
H3 0.98305 0.16515 2.13710  0.214
H4 -1.61901 -1.31699 -0.86467  0.229
H5 -3.16515 -0.20430 -1.26709  0.234
H6 -2.95188 -0.80569 0.38685  0.219
H7 4.72851 -0.96146 0.41449  0.243
H8 3.35554 -1.41168 -0.92030  0.233
H9 3.15360 -1.36535 0.89577  0.220

Forces on the atoms, in the same order (eV/Å):
-1.0 0.8 -0.2
1.3 -1.4 -0.8
1.0 0.8 -2.2
0.4 -0.5 -1.2
-0.7 1.4 1.6
-0.6 1.4 -0.3
0.1 1.8 5.2
-2.8 -0.6 0.4
2.5 0.4 -0.6
-0.2 0.4 1.0
-0.9 -1.2 -0.7
0.7 -0.7 0.4
-0.9 -0.3 1.4
0.7 -0.1 1.0
-1.3 -0.4 -0.1
1.3 -1.1 0.3
1.0 0.0 -0.8
-1.1 -0.1 -1.7
0.2 -0.5 -1.2
0.2 -0.3 -1.5

- E_LUMO: 0.73 eV
- Structure (SMILES): C#C[C@]1(C)C=CN(SC)N=N1
- E_HOMO: -8.73 eV
- Max |F|: 5.5 eV/Å
- Spin multiplicity: 1



# 10
Here is a gas-phase ion, C7H9N4 (charge +1) in a non-equilibrium geometry from the OMol25 dataset. Energies are from the ωB97M-V functional and the def2-TZVPD basis.

Each line ends with the natural charge from an NBO analysis.
Positions of all 20 atoms, in Å:
C1 -0.02550 0.45275 2.98684  -0.254
C2 0.45774 -0.64947 2.40013  -0.174
C3 0.07014 1.51933 2.00240  0.088
C4 0.90984 -0.25404 1.02183  -0.115
C5 -1.19761 -0.99777 -0.21014  0.202
C6 0.29332 -1.11726 -0.10946  -0.168
C7 -0.33051 -0.31271 -1.99131  0.459
N1 -1.53592 -0.50317 -1.34922  -0.461
N2 0.73649 -0.65082 -1.38973  -0.343
N3 0.56274 1.14352 0.88432  -0.421
N4 -0.31047 0.34397 -3.29554  -0.695
H1 -0.41624 0.56323 3.97925  0.243
H2 0.55847 -1.64084 2.79409  0.234
H3 -0.23313 2.53904 2.16013  0.213
H4 1.99877 -0.33427 0.92506  0.269
H5 -1.91194 -1.26242 0.54506  0.235
H6 0.61970 -2.15071 0.04765  0.281
H7 -0.42461 1.36320 -3.16368  0.468
H8 -1.08968 0.00349 -3.88001  0.466
H9 0.60152 0.16429 -3.74241  0.473

Forces on the atoms, in the same order (eV/Å):
0.1 -0.5 0.0
0.0 0.3 -0.2
0.1 0.0 -0.2
-0.1 -0.2 0.2
0.4 0.2 -0.4
-0.2 0.0 0.5
1.1 -0.6 1.5
-1.0 0.1 -0.1
0.3 0.6 -1.5
-0.1 0.3 -0.6
0.0 0.1 -0.1
-0.1 0.0 0.2
0.0 -0.2 0.3
-0.1 0.3 0.0
0.0 -0.1 0.0
-0.3 -0.1 0.2
-0.1 0.0 0.0
0.0 -0.3 -0.1
0.3 0.1 0.1
-0.3 0.1 0.1

- E_LUMO: -3.99 eV
- Structure (SMILES): [NH3+]C1=N[C@@H]([C@@H]2C=CC=N2)C=N1
- Net charge: +1
- E_HOMO: -13.09 eV
- Max |F|: 1.9 eV/Å
- Spin multiplicity: 1



Which of these has the highest max |F|? C7H9N3O3